No. 1
{"formula": "C5H14N4OS2", "method": "ωB97M-V/def2-TZVPD", "species": ["N", "C", "C", "O", "C", "S", "H", "H", "H", "H", "H", "H", "H", "C", "N", "S", "C", "N", "N", "H", "H", "H", "H", "H", "H", "H"], "coordinates": [[2.048, 0.110, 1.018], [1.102, -0.887, 0.614], [1.557, -2.172, 0.038], [0.945, -3.328, 0.512], [0.761, -1.227, -0.840], [1.616, -0.443, -2.195], [1.632, 1.035, 0.941], [2.856, 0.101, 0.403], [0.254, -0.977, 1.290], [2.623, -2.255, -0.183], [0.934, -3.970, -0.209], [-0.266, -1.528, -1.036], [1.037, 0.763, -2.100], [-0.571, 2.700, 0.003], [-1.272, 1.433, -0.155], [-2.635, 1.390, -1.173], [-1.274, 0.564, 0.934], [-0.621, 0.828, 1.992], [-0.565, -0.179, 2.956], [0.430, 2.493, 0.392], [-1.078, 3.368, 0.712], [-0.493, 3.184, -0.970], [-2.049, 0.842, -2.259], [-1.848, -0.357, 0.777], [-1.438, -0.705, 3.008], [-0.420, 0.272, 3.850]], "mulliken_charge": [-0.606, 0.075, -0.240, -0.533, -0.225, -0.239, 0.200, 0.340, 0.323, 0.330, 0.330, 0.380, 0.058, -0.747, 0.179, -0.163, -0.464, -0.291, -0.571, 0.211, 0.304, 0.301, 0.130, 0.478, 0.205, 0.234], "smiles": "N[C@@H]1[C@@H](O)[C@@H]1S.CN(S)/C=N/N", "relative_energy_kcal_mol": 0.0, "energy_ev": -35087.4107, "lumo_energy_ev": 0.5, "largest_force_ev_per_a": 0.98}



No. 2
{"formula": "C19H25FN4O3", "method": "ωB97M-V/def2-TZVPD", "species": ["C", "C", "C", "C", "N", "C", "O", "C", "C", "C", "C", "C", "C", "F", "C", "C", "C", "N", "N", "C", "C", "C", "C", "O", "N", "C", "O", "H", "H", "H", "H", "H", "H", "H", "H", "H", "H", "H", "H", "H", "H", "H", "H", "H", "H", "H", "H", "H", "H", "H", "H", "H"], "coordinates": [[-1.779, 4.564, -2.893], [-2.300, 3.946, -1.600], [-1.209, 3.263, -0.778], [-0.614, 2.048, -1.488], [0.296, 1.295, -0.626], [1.511, 1.839, -0.357], [1.894, 2.850, -0.911], [2.393, 1.081, 0.632], [1.696, 0.752, 1.919], [1.028, 1.746, 2.626], [0.372, 1.453, 3.807], [0.374, 0.163, 4.311], [1.056, -0.812, 3.608], [1.075, -2.079, 4.082], [1.717, -0.541, 2.427], [-0.166, 0.081, -0.056], [0.315, -1.115, -0.537], [1.281, -1.139, -1.505], [-0.089, -2.308, 0.001], [0.487, -3.577, -0.419], [-0.227, -4.165, -1.639], [0.420, -5.476, -2.065], [-1.065, -2.375, 0.990], [-1.455, -3.426, 1.435], [-1.548, -1.167, 1.401], [-1.172, 0.108, 0.975], [-1.698, 1.084, 1.464], [-1.450, 3.799, -3.591], [-2.562, 5.146, -3.376], [-0.940, 5.223, -2.685], [-3.087, 3.224, -1.830], [-2.745, 4.732, -0.987], [-0.405, 3.972, -0.575], [-1.626, 2.932, 0.175], [-0.041, 2.375, -2.360], [-1.408, 1.368, -1.806], [3.249, 1.732, 0.830], [2.765, 0.171, 0.157], [1.012, 2.751, 2.235], [-0.155, 2.231, 4.336], [-0.137, -0.091, 5.225], [2.236, -1.337, 1.913], [1.352, -1.954, -2.091], [1.426, -0.256, -1.971], [0.362, -4.262, 0.423], [1.555, -3.444, -0.604], [-0.212, -3.457, -2.473], [-1.271, -4.339, -1.373], [-0.101, -5.893, -2.922], [1.463, -5.323, -2.337], [0.379, -6.197, -1.253], [-2.249, -1.201, 2.133]], "mulliken_charge": [-1.173, -0.628, -0.144, -1.146, 0.581, 0.726, -0.670, -1.246, 0.479, -0.274, -0.693, -0.527, 0.347, -0.389, -0.358, -0.111, 0.022, -0.291, 0.372, -1.782, 0.053, -1.367, 0.366, -0.662, 0.165, -0.058, -0.668, 0.286, 0.389, 0.289, 0.314, 0.362, 0.329, 0.175, 0.487, 0.383, 0.452, 0.375, 0.423, 0.410, 0.464, 0.429, 0.188, 0.278, 0.657, 0.416, 0.302, 0.314, 0.386, 0.337, 0.335, 0.295], "smiles": "CCCCN(C(=O)Cc1cccc(F)c1)c1c(N)n(CCC)c(=O)[nH]c1=O", "relative_energy_kcal_mol": 0.0, "energy_ev": -34931.7137, "lumo_energy_ev": 0.4, "largest_force_ev_per_a": 0.77}



No. 3
{"formula": "C60H70Cl3N10", "method": "ωB97M-V/def2-TZVPD", "species": ["C", "N", "C", "C", "C", "C", "C", "C", "C", "C", "N", "C", "C", "C", "H", "H", "H", "H", "H", "H", "H", "H", "H", "H", "H", "H", "H", "H", "C", "N", "C", "C", "C", "C", "C", "C", "C", "C", "N", "C", "C", "C", "H", "H", "H", "H", "H", "H", "H", "H", "H", "H", "H", "H", "H", "H", "C", "N", "C", "C", "C", "C", "C", "C", "C", "C", "N", "C", "C", "C", "H", "H", "H", "H", "H", "H", "H", "H", "H", "H", "H", "H", "H", "H", "C", "N", "C", "C", "C", "C", "C", "C", "C", "C", "N", "C", "C", "C", "H", "H", "H", "H", "H", "H", "H", "H", "H", "H", "H", "H", "H", "H", "C", "N", "C", "C", "C", "C", "C", "C", "C", "C", "N", "C", "C", "C", "H", "H", "H", "H", "H", "H", "H", "H", "H", "H", "H", "H", "H", "H", "Cl", "Cl", "Cl"], "coordinates": [[2.256, -0.577, -8.554], [1.717, 0.284, -7.505], [2.463, 0.844, -6.476], [1.713, 1.609, -5.574], [0.339, 1.822, -5.610], [-0.322, 1.075, -6.635], [0.401, 0.404, -7.596], [-0.408, 2.520, -4.469], [0.020, 2.331, -3.161], [-0.653, 2.824, -2.025], [-1.738, 3.576, -2.227], [-2.167, 3.838, -3.486], [-1.584, 3.284, -4.592], [-2.495, 3.986, -1.029], [1.794, -0.329, -9.510], [1.999, -1.626, -8.405], [3.326, -0.426, -8.417], [3.538, 0.743, -6.464], [2.295, 2.128, -4.826], [-1.378, 0.851, -6.604], [-0.122, -0.081, -8.407], [0.919, 1.753, -3.010], [-0.425, 2.399, -1.059], [-2.936, 4.595, -3.544], [-1.995, 3.610, -5.536], [-2.109, 4.928, -0.639], [-2.535, 3.315, -0.171], [-3.484, 4.307, -1.356], [-12.729, 1.376, 6.960], [-11.344, 1.774, 6.983], [-10.674, 1.802, 5.824], [-9.332, 2.169, 5.832], [-8.636, 2.178, 7.014], [-9.383, 2.219, 8.214], [-10.800, 1.991, 8.186], [-7.123, 2.357, 7.126], [-6.420, 3.178, 6.215], [-5.011, 3.233, 6.326], [-4.433, 2.483, 7.255], [-5.050, 1.753, 8.172], [-6.413, 1.683, 8.159], [-2.939, 2.666, 7.410], [-12.950, 0.851, 6.031], [-13.260, 2.317, 7.105], [-12.814, 0.674, 7.790], [-11.094, 1.784, 4.829], [-8.778, 2.054, 4.912], [-8.969, 2.340, 9.205], [-11.408, 1.932, 9.076], [-7.053, 3.741, 5.544], [-4.446, 3.821, 5.617], [-4.405, 1.302, 8.911], [-6.916, 1.079, 8.900], [-2.332, 1.803, 7.682], [-2.831, 3.503, 8.100], [-2.475, 2.931, 6.460], [9.233, -11.149, 2.436], [8.404, -10.246, 1.666], [9.001, -9.108, 1.269], [8.120, -8.128, 0.623], [6.754, -8.349, 0.537], [6.218, -9.439, 1.152], [7.037, -10.472, 1.606], [5.836, -7.346, -0.123], [4.999, -7.765, -1.180], [4.239, -6.877, -1.892], [4.176, -5.643, -1.504], [4.877, -5.156, -0.442], [5.677, -6.075, 0.265], [3.394, -4.748, -2.368], [10.239, -11.289, 2.040], [8.826, -12.158, 2.501], [9.194, -10.656, 3.407], [10.010, -8.899, 1.592], [8.383, -7.166, 0.209], [5.150, -9.547, 1.039], [6.729, -11.430, 2.000], [5.019, -8.818, -1.420], [3.670, -7.077, -2.788], [4.721, -4.136, -0.124], [6.350, -5.588, 0.956], [3.390, -3.784, -1.860], [2.423, -5.225, -2.503], [3.750, -4.737, -3.398], [2.821, -7.606, -11.614], [2.759, -8.537, -10.517], [2.108, -8.181, -9.354], [2.023, -9.114, -8.306], [2.498, -10.436, -8.481], [3.051, -10.811, -9.758], [3.134, -9.810, -10.709], [2.296, -11.418, -7.380], [3.302, -12.293, -7.001], [3.260, -13.153, -5.883], [2.187, -12.968, -5.064], [1.151, -12.147, -5.341], [1.138, -11.410, -6.535], [2.182, -13.652, -3.755], [3.894, -7.570, -11.804], [2.440, -6.608, -11.396], [2.409, -8.089, -12.500], [1.544, -7.261, -9.320], [1.449, -8.704, -7.488], [3.434, -11.795, -9.984], [3.761, -9.990, -11.569], [4.169, -12.304, -7.644], [4.014, -13.814, -5.480], [0.406, -12.032, -4.568], [0.259, -10.840, -6.797], [1.725, -14.627, -3.926], [1.699, -13.034, -2.999], [3.237, -13.761, -3.503], [-3.388, 12.139, 2.029], [-2.668, 12.937, 2.942], [-3.236, 13.820, 3.815], [-2.431, 14.527, 4.774], [-1.066, 14.174, 4.970], [-0.523, 13.305, 4.016], [-1.309, 12.760, 3.027], [-0.274, 14.701, 6.166], [1.018, 15.029, 6.080], [1.686, 15.565, 7.228], [0.976, 15.922, 8.384], [-0.246, 15.392, 8.498], [-0.910, 14.867, 7.416], [1.535, 16.691, 9.447], [-3.305, 12.600, 1.044], [-4.443, 12.123, 2.300], [-2.999, 11.121, 1.999], [-4.310, 13.912, 3.736], [-2.965, 14.989, 5.591], [0.485, 12.926, 3.946], [-0.804, 12.159, 2.285], [1.644, 14.880, 5.213], [2.749, 15.703, 7.365], [-0.745, 15.581, 9.437], [-1.853, 14.419, 7.695], [0.665, 17.179, 9.885], [2.219, 17.417, 9.006], [2.020, 15.942, 10.073], [6.197, 2.015, -1.775], [0.567, -1.126, 1.676], [-6.866, 4.323, -6.244]], "mulliken_charge": [-0.861, 0.016, -0.271, -0.798, 0.822, -0.723, -0.143, 0.930, -0.784, -0.386, 0.083, -0.146, -0.767, -0.909, 0.371, 0.360, 0.254, 0.491, 0.594, 0.429, 0.434, 0.500, 0.446, 0.453, 0.480, 0.372, 0.348, 0.342, -0.976, 0.008, -0.121, -0.691, 0.802, -0.671, -0.256, 0.784, -0.634, -0.145, 0.009, -0.303, -0.654, -0.980, 0.392, 0.354, 0.376, 0.412, 0.429, 0.449, 0.475, 0.497, 0.392, 0.455, 0.492, 0.376, 0.398, 0.332, -0.951, -0.020, -0.300, -0.499, 0.403, -0.514, -0.273, 0.481, -0.622, -0.331, -0.020, -0.036, -0.546, -0.900, 0.353, 0.317, 0.440, 0.466, 0.534, 0.553, 0.426, 0.526, 0.516, 0.459, 0.473, 0.275, 0.386, 0.375, -0.906, 0.038, -0.201, -0.695, 0.688, -0.508, -0.385, 0.827, -0.686, -0.281, 0.042, -0.125, -0.795, -0.932, 0.397, 0.290, 0.371, 0.377, 0.396, 0.503, 0.419, 0.462, 0.405, 0.426, 0.548, 0.339, 0.371, 0.321, -0.895, 0.083, -0.014, -0.761, 0.748, -0.664, -0.285, 0.945, -0.649, -0.317, 0.044, -0.390, -0.541, -0.842, 0.375, 0.317, 0.361, 0.425, 0.441, 0.386, 0.440, 0.422, 0.505, 0.403, 0.396, 0.311, 0.387, 0.371, -0.865, -0.986, -0.764], "charge": 7, "relative_energy_kcal_mol": 105.6, "energy_ev": -115744.4604, "lumo_energy_ev": -12.2, "largest_force_ev_per_a": 4.99}



no.,orbital gap (eV)
1,8.87
2,8.88
3,0.82